C20H26N10NiO6 as an isolated structure. Source: the OMol25 dataset; level of theory: ωB97M-V/def2-TZVPD.

**2S+1**: 3
**Orbital gap (alpha / beta)**: 7.732 / 7.740 eV
**Lowest unoccupied orbital energy (alpha / beta)**: -0.355 / -0.342 eV
**Energy above the lowest of the compared OMol25 structures with the same formula, charge and spin**: 21.0 kcal/mol
**Strongest force on any atom**: 0.0165 Eh/bohr
**E_HOMO (alpha / beta)**: -8.09 / -8.08 eV
**Electronic energy**: -3285.06185 a.u.

Geometry as XYZ:
```
63
C20H26N10NiO6 ωB97M-V/def2-TZVPD
Ni -0.118 0.505 0.005
O -6.580 2.645 -1.240
C -5.653 3.522 -0.632
C -4.314 2.850 -0.530
C -3.192 3.568 -0.144
C -1.976 2.918 -0.065
N -1.827 1.631 -0.361
C -2.901 0.929 -0.735
C -4.161 1.502 -0.817
C -2.663 -0.505 -1.033
C -3.615 -1.305 -1.648
C -3.362 -2.654 -1.841
C -4.409 -3.549 -2.454
O -5.492 -3.778 -1.565
C -2.149 -3.155 -1.394
C -1.240 -2.285 -0.819
N -1.472 -0.991 -0.655
H -7.439 3.073 -1.274
H -5.981 3.808 0.374
H -5.536 4.443 -1.212
H -3.261 4.621 0.099
H -1.080 3.442 0.238
H -5.030 0.923 -1.088
H -4.556 -0.886 -1.979
H -3.951 -4.490 -2.773
H -4.845 -3.068 -3.328
H -5.162 -4.218 -0.774
H -1.905 -4.205 -1.499
H -0.294 -2.663 -0.456
N 1.539 -0.777 0.362
C 1.716 -0.915 1.814
C 2.447 -2.189 2.225
C 3.764 -2.516 1.516
C 4.987 -1.674 1.905
N 4.990 -0.270 1.488
C 5.063 0.163 0.234
N 5.274 -0.694 -0.779
N 5.008 1.460 -0.020
C 0.297 -0.882 2.499
O 0.158 -1.523 3.537
O -0.568 -0.178 1.889
H 1.430 -1.681 -0.078
H 2.281 -0.289 -0.135
H 2.229 -0.018 2.170
H 1.760 -3.019 2.035
H 2.593 -2.168 3.305
H 3.608 -2.469 0.433
H 4.022 -3.550 1.753
H 5.891 -2.144 1.510
H 5.081 -1.669 2.989
H 4.789 0.428 2.186
H 5.241 -1.681 -0.598
H 4.968 -0.393 -1.692
H 4.563 2.106 0.616
H 4.897 1.732 -0.986
O 2.679 0.692 -1.826
N 1.702 1.127 -2.461
O 0.593 0.892 -1.935
N 3.115 5.998 1.093
C 2.848 4.882 1.257
N 2.663 3.596 1.475
C 1.683 2.869 1.074
N 0.850 2.125 0.746
```